[1]
Below is an isolated molecule of C5H10N4O2, with properties calculated with ωB97M-V with the def2-TZVPD basis set.

Geometry (Å):
C 0.306 -0.764 -0.167
C -1.897 0.289 0.033
C 0.885 -2.011 0.396
C 1.244 0.487 0.053
C -1.963 1.790 -0.294
N -0.021 -0.688 -1.597
N -1.028 -0.440 -2.094
N -0.908 -0.467 0.587
N -3.141 -0.331 0.035
O -3.154 -1.521 0.425
O -4.108 0.295 -0.336
H 1.809 -1.731 1.022
H 1.230 -2.733 -0.356
H 0.142 -2.492 0.931
H 1.548 0.389 1.118
H 0.593 1.314 -0.129
H 2.078 0.542 -0.704
H -2.855 2.195 0.204
H -1.993 1.815 -1.380
H -0.995 2.187 0.072
H -1.399 -1.274 0.891

ΔE to the lowest compared entry with this formula, charge and spin in eV: 5.057
Maximum force in eV/A: 3.6
E_HOMO (alpha / beta) in eV: -8.409 / -8.158
LUMO level (alpha / beta) in eV: -0.8 / -0.4
Electronic energy in Ha: -565.828857

Atom charges from the natural (NBO) analysis, given in e for atoms 1 to 8: 0.20, 0.29, -0.62, -0.59, -0.66, -0.10, 0.02, -0.59

[2]
Below is a cluster of 2 separate species, C5H10N4OS2 in total, with properties calculated with ωB97M-V with the def2-TZVPD basis set.

Geometry (Å):
C -1.770 -2.136 0.951
C -0.522 -1.807 0.457
C 2.189 0.959 -1.145
C -2.516 1.368 2.381
C -0.303 -1.770 -0.987
N 3.487 1.549 -1.062
N -1.617 1.796 1.720
N 1.207 1.615 -0.668
N -0.014 1.087 -0.465
O 1.978 -0.145 -1.658
S -3.604 1.214 3.429
S -0.400 -0.043 -1.649
H -1.879 -1.753 2.016
H -2.466 -2.795 0.441
H 0.263 -1.271 0.887
H -0.941 -2.388 -1.608
H 0.686 -2.201 -1.062
H 3.510 1.984 -0.211
H 4.238 0.916 -1.122
H -1.699 -0.033 -1.413
H -1.011 1.310 1.057
H 1.184 2.545 -0.289

ΔE to the lowest compared entry with this formula, charge and spin in eV: 1.985
Maximum force in eV/A: 5.0
E_HOMO in eV: -7.942
LUMO level in eV: 0.5
Electronic energy in Ha: -1287.008701

Atom charges from the natural (NBO) analysis, given in e for atoms 1 to 8: -0.39, -0.19, 0.74, 0.18, -0.61, -0.82, -0.67, -0.45

[3]
Below is a structure of composition C5H10N5, with properties calculated with ωB97M-V with the def2-TZVPD basis set.

Geometry (Å):
C -0.008 0.762 -0.151
C -0.356 -0.774 0.108
C 1.728 -0.469 0.331
C -0.965 1.832 0.280
C -1.636 -1.415 -0.021
N 0.304 0.456 -1.480
N 1.107 -1.457 1.084
N 2.612 0.553 0.023
N 1.241 0.922 0.572
N 0.661 -0.794 -0.983
H -0.832 2.038 1.337
H -1.956 1.536 -0.022
H -0.632 2.797 -0.052
H -2.313 -0.700 -0.634
H -2.010 -1.547 1.012
H -1.666 -2.386 -0.530
H -0.612 0.683 -2.001
H 1.149 -1.275 2.040
H 3.250 0.776 0.731
H 0.934 -1.537 -1.644

ΔE to the lowest compared entry with this formula, charge and spin in eV: 8.271
Maximum force in eV/A: 4.5
E_HOMO in eV: -13.616
Net charge: +1
LUMO level in eV: -3.9
Electronic energy in Ha: -469.745874

Atom charges from the natural (NBO) analysis, given in e for atoms 1 to 8: 0.21, 0.40, 0.54, -0.65, -0.73, -0.44, -0.59, -0.37

[4]
Below is the ion C5H10N5O2S2 with charge +1, with properties calculated with ωB97M-V with the def2-TZVPD basis set.

Geometry (Å):
C -0.350 -0.763 0.587
C -1.674 -2.506 0.360
C -1.587 -0.162 -0.072
C 1.854 -1.388 -0.476
C -1.684 3.773 0.175
N -0.561 -2.122 0.741
N 2.950 -0.931 -1.167
N 0.811 -0.494 -0.285
N -1.867 1.031 -0.274
N 1.970 -2.596 0.122
O -0.376 1.860 1.545
O 0.356 2.262 -0.766
S -2.772 -1.469 -0.407
S -0.726 2.246 0.211
H -0.318 -0.328 1.626
H -1.874 -3.557 0.383
H -1.118 4.532 0.607
H -1.920 4.152 -0.798
H -2.638 3.483 0.631
H 2.681 -0.067 -1.619
H 3.532 -1.781 -1.574
H 1.079 0.418 -0.627
H 2.976 -2.860 0.258
H 1.257 -2.734 0.819

ΔE to the lowest compared entry with this formula, charge and spin in eV: 0.000
Maximum force in eV/A: 3.6
E_HOMO in eV: -13.203
Net charge: +1
Structure (SMILES): CS(=O)(=O)/N=C1/SC=N[C@H]1NC(N)=[NH2+]
LUMO level in eV: -3.2
Electronic energy in Ha: -1416.895994

Atom charges from the natural (NBO) analysis, given in e for atoms 1 to 8: -0.01, -0.03, 0.18, 0.70, -0.84, -0.49, -0.78, -0.59

maximum force of number 2 (C5H10N4OS2)?
5.0 eV/A

Which of these has the lowest electronic energy?
C5H10N5O2S2

electronic energy of number 3 (C5H10N5)?
-469.745874 Ha

Look up the ΔE to the lowest compared entry with this formula, charge and spin of the fourth one.
0.000 eV